# 1
ORCA calculation (ωB97M-V with the def2-TZVPD basis set) on a cluster of 7 separate species, C50H40Br8O6 in total.

```
104
Properties=species:S:1:pos:R:3
O 6.889 -6.201 -1.270
C 6.147 -6.419 -2.180
C 6.357 -7.552 -3.101
C 7.200 -8.597 -2.764
C 7.292 -9.632 -3.644
C 6.692 -9.630 -4.875
C 5.903 -8.572 -5.303
C 5.672 -7.596 -4.369
C 4.695 -6.548 -4.715
O 4.187 -6.508 -5.809
C 4.383 -5.524 -3.716
C 3.436 -4.500 -4.023
C 3.072 -3.645 -2.986
C 3.650 -3.632 -1.736
C 4.709 -4.526 -1.489
C 5.079 -5.444 -2.480
H 7.851 -8.384 -1.921
H 7.848 -10.548 -3.368
H 6.936 -10.435 -5.571
H 5.361 -8.450 -6.245
H 2.946 -4.506 -4.989
H 2.352 -2.870 -3.139
H 3.304 -2.818 -1.088
H 5.360 -4.473 -0.599
O -3.524 6.830 3.751
C -3.302 5.666 3.438
C -3.528 5.234 2.073
C -4.260 6.003 1.188
C -4.312 5.670 -0.160
C -3.760 4.508 -0.616
C -3.203 3.663 0.345
C -3.028 4.018 1.687
C -2.389 3.078 2.662
O -1.882 2.069 2.211
C -2.320 3.449 4.111
C -1.827 2.605 5.060
C -1.589 3.089 6.340
C -1.979 4.347 6.659
C -2.536 5.240 5.754
C -2.769 4.779 4.437
H -4.714 6.985 1.512
H -4.807 6.380 -0.802
H -3.771 4.315 -1.726
H -2.799 2.766 -0.022
H -1.340 1.698 4.731
H -1.109 2.513 7.049
H -1.816 4.650 7.694
H -2.881 6.203 6.063
O -6.327 -1.393 -3.078
C -5.922 -1.519 -1.956
C -6.616 -2.371 -0.922
C -7.590 -3.231 -1.303
C -8.275 -3.935 -0.261
C -7.908 -3.773 1.054
C -6.783 -2.960 1.408
C -6.142 -2.274 0.375
C -5.019 -1.401 0.799
O -4.732 -1.254 1.980
C -4.305 -0.700 -0.248
C -3.153 0.049 0.099
C -2.469 0.723 -0.894
C -2.843 0.602 -2.247
C -3.911 -0.246 -2.617
C -4.676 -0.849 -1.560
H -7.960 -3.316 -2.285
H -9.045 -4.719 -0.512
H -8.510 -4.319 1.758
H -6.436 -2.752 2.403
H -2.876 0.007 1.193
H -1.634 1.309 -0.604
H -2.218 1.103 -2.996
H -4.237 -0.308 -3.669
Br 5.192 4.129 0.729
C 3.384 4.591 0.185
C 2.751 3.453 -0.521
Br 0.884 3.830 -0.786
H 3.379 5.559 -0.251
H 3.000 4.687 1.187
H 2.682 2.534 0.040
H 3.095 3.179 -1.478
Br 3.877 1.371 -5.664
C 3.817 0.689 -3.806
C 2.380 0.607 -3.510
Br 2.106 -0.059 -1.624
H 4.412 1.373 -3.214
H 4.286 -0.238 -3.871
H 1.888 -0.110 -4.142
H 1.996 1.617 -3.399
Br 3.722 4.667 3.862
C 2.001 5.131 4.731
C 1.203 6.227 3.981
Br 0.262 5.531 2.440
H 2.232 5.527 5.758
H 1.432 4.190 4.759
H 1.919 7.029 3.604
H 0.476 6.605 4.715
Br 2.096 -1.191 1.692
C 0.793 0.272 1.890
C 1.365 1.531 2.521
Br 1.782 1.323 4.421
H -0.152 -0.059 2.398
H 0.543 0.536 0.869
H 0.637 2.300 2.439
H 2.272 1.946 2.071
```

LUMO = -1.183 eV
total energy = -625124.2858 eV
multiplicity = 1
SMILES = O=C1c2ccccc2C(=O)c2ccccc21.O=C1c2ccccc2C(=O)c2ccccc21.O=C1c2ccccc2C(=O)c2ccccc21.BrCCBr.BrCCBr.BrCCBr.BrCCBr

---

# 2
ORCA calculation (ωB97M-V with the def2-TZVPD basis set) on a structure of composition C50H41AsBrN4O5S4Ti.

```
107
Properties=species:S:1:pos:R:3
Ti 0.593 0.031 0.834
C -2.746 -1.831 5.806
C -1.387 -1.231 5.662
N -0.822 -0.908 4.537
C 0.422 -0.352 4.863
C 0.576 -0.365 6.284
N -0.617 -0.936 6.741
C 1.546 -0.008 7.257
O 2.706 0.533 6.835
O 1.350 -0.193 8.472
C 1.349 0.146 3.913
O 2.457 0.629 4.235
O 1.007 0.083 2.622
H -3.017 -2.355 4.891
H -3.500 -1.062 5.999
H -2.775 -2.543 6.634
H -0.793 -1.079 7.720
H 2.677 0.606 5.836
S 3.080 0.004 0.107
C 3.532 -0.780 -1.398
C 4.706 -1.549 -1.432
C 5.152 -2.134 -2.605
C 4.439 -1.972 -3.787
C 3.272 -1.221 -3.773
C 2.817 -0.629 -2.599
As 1.148 0.347 -2.431
C 0.485 0.104 -4.268
C 0.411 1.122 -5.216
C -0.132 0.884 -6.472
C -0.600 -0.380 -6.804
C -0.526 -1.403 -5.870
C 0.004 -1.158 -4.611
C 1.760 2.186 -2.643
C 3.011 2.522 -3.146
C 3.346 3.854 -3.358
C 2.428 4.857 -3.079
C 1.183 4.528 -2.559
C 0.858 3.199 -2.329
H 5.260 -1.679 -0.510
H 6.059 -2.727 -2.592
H 4.783 -2.428 -4.708
H 2.708 -1.091 -4.690
H 0.775 2.113 -4.973
H -0.185 1.691 -7.194
H -1.023 -0.565 -7.785
H -0.898 -2.392 -6.111
H 0.037 -1.961 -3.882
H 3.727 1.739 -3.368
H 4.328 4.107 -3.739
H 2.691 5.896 -3.243
H 0.477 5.307 -2.296
H -0.090 2.947 -1.872
Br 3.106 -5.714 -0.209
C 1.961 -4.623 0.841
C 1.118 -5.192 1.778
C 0.296 -4.346 2.503
C 0.342 -2.983 2.250
N 1.141 -2.458 1.324
C 1.955 -3.254 0.640
H 1.110 -6.263 1.934
H -0.373 -4.731 3.261
H -0.262 -2.279 2.817
H 2.600 -2.785 -0.093
O -0.914 -0.941 0.135
C -2.145 -1.187 -0.439
C -2.193 -2.642 -0.896
C -3.260 -3.474 -1.055
C -2.894 -4.740 -1.592
C -1.555 -4.831 -1.826
S -0.732 -3.400 -1.375
C -2.418 -0.277 -1.634
C -2.083 1.039 -1.729
C -2.527 1.630 -2.944
C -3.210 0.756 -3.734
S -3.279 -0.801 -3.028
C -3.262 -0.965 0.569
C -4.473 -0.358 0.396
C -5.257 -0.357 1.582
C -4.616 -0.962 2.622
S -3.064 -1.519 2.175
H -4.267 -3.185 -0.787
H -3.591 -5.544 -1.781
H -1.007 -5.680 -2.202
H -1.500 1.532 -0.960
H -2.334 2.657 -3.221
H -3.624 0.933 -4.713
H -4.773 0.095 -0.538
H -6.235 0.096 1.662
H -4.958 -1.066 3.639
C 2.422 3.643 0.694
C 1.057 3.913 1.266
C 0.793 5.143 1.859
C -0.418 5.415 2.474
C -1.379 4.414 2.532
C -1.161 3.172 1.957
C -2.170 2.068 2.099
C 0.053 2.920 1.270
N 0.216 1.710 0.642
H 2.593 4.200 -0.229
H 2.558 2.588 0.473
H 3.190 3.943 1.411
H 1.577 5.895 1.855
H -0.597 6.378 2.937
H -2.314 4.588 3.056
H -3.027 2.406 2.686
H -1.731 1.205 2.609
H -2.533 1.716 1.131
```

LUMO (alpha / beta) = 3.558 / 3.558 eV
charge = -2
total energy = -266056.9053 eV
multiplicity = 2
energy relative to the best compared isomer or geometry (same formula, charge and spin) = 19.7 kcal/mol

---

# 3
ORCA calculation (ωB97M-V with the def2-TZVPD basis set) on a structure of composition C50H41AsCl5F6N8O5Rb.

```
117
Properties=species:S:1:pos:R:3
Rb -0.833 -0.381 -0.482
Cl -4.448 6.479 -0.079
C -3.707 4.963 -0.524
C -2.864 4.331 0.301
C -2.207 3.156 -0.198
Cl -1.262 2.306 0.924
C -2.874 2.396 -1.320
O -2.547 1.298 -1.671
C -3.819 3.163 -2.122
Cl -4.471 2.333 -3.503
C -4.167 4.404 -1.781
H -2.543 4.701 1.281
H -4.868 4.993 -2.360
O 0.672 -2.519 0.430
C 0.521 -3.071 1.397
O -1.298 4.796 -1.869
N -0.845 3.930 -1.371
Cl 0.267 1.953 3.862
C -0.971 1.272 4.888
C -1.138 1.786 6.160
C -2.109 1.239 7.008
C -2.911 0.193 6.541
C -2.751 -0.316 5.273
Cl -3.763 -1.613 4.768
C -1.722 0.130 4.272
N -1.519 -0.366 3.115
H -0.543 2.628 6.495
H -2.246 1.612 8.024
H -3.682 -0.220 7.181
N 5.167 -0.577 5.948
C 4.523 -0.553 4.999
C 3.719 -0.541 3.811
C 4.298 -0.349 2.554
C 3.461 -0.313 1.432
N 2.153 -0.449 1.504
C 1.599 -0.630 2.700
C 2.340 -0.703 3.874
H 5.361 -0.219 2.441
H 3.857 -0.148 0.434
H 0.500 -0.679 2.726
H 1.829 -0.831 4.822
C 1.872 -0.201 -5.114
C 0.522 0.107 -4.509
O 0.393 1.070 -3.784
C -0.641 -0.740 -4.842
C -1.907 -0.315 -4.455
C -3.022 -1.077 -4.764
C -2.887 -2.241 -5.503
C -1.629 -2.670 -5.909
C -0.510 -1.927 -5.576
H 2.604 0.504 -4.730
H 1.809 -0.148 -6.208
H 2.181 -1.208 -4.816
H -2.017 0.596 -3.870
H -3.998 -0.777 -4.408
H -3.753 -2.855 -5.714
H -1.503 -3.598 -6.442
H 0.468 -2.289 -5.891
F -1.929 -2.776 -0.206
As -1.731 -3.548 -1.738
F -0.371 -4.377 -1.122
F -0.612 -2.329 -2.296
F -1.545 -4.279 -3.250
F -3.043 -2.593 -2.327
F -2.792 -4.739 -1.168
N 7.980 5.492 4.742
C 7.216 5.021 4.022
C 6.288 4.432 3.103
C 6.415 4.653 1.729
C 5.469 4.137 0.851
C 4.440 3.335 1.335
C 4.331 3.065 2.704
C 5.239 3.633 3.588
N 3.518 2.775 0.444
C 3.748 2.415 -0.866
C 2.548 2.017 -1.361
N 1.584 2.103 -0.395
C 2.179 2.568 0.660
H 7.227 5.258 1.345
H 5.521 4.372 -0.208
H 3.547 2.426 3.081
H 5.158 3.431 4.642
H 4.728 2.447 -1.308
H 2.301 1.651 -2.337
H 1.703 2.769 1.601
C -6.314 1.139 0.198
C -5.056 0.432 0.662
O -4.038 1.087 0.847
C -5.069 -1.036 0.843
C -4.014 -1.640 1.529
C -4.017 -3.021 1.682
C -5.048 -3.779 1.159
C -6.098 -3.176 0.483
C -6.125 -1.805 0.346
H -6.129 2.214 0.236
H -7.163 0.882 0.814
H -6.526 0.859 -0.837
H -3.204 -1.056 1.973
H -3.204 -3.502 2.207
H -5.040 -4.865 1.255
H -6.911 -3.777 0.077
H -6.955 -1.351 -0.182
C 3.161 -4.154 -0.924
C 3.222 -3.340 -2.242
C 4.687 -3.169 -2.678
C 2.388 -4.050 -3.315
C 2.696 -1.990 -1.998
N 2.307 -0.925 -1.828
H 3.708 -5.091 -1.034
H 2.130 -4.380 -0.673
H 3.619 -3.613 -0.083
H 5.152 -4.142 -2.904
H 5.253 -2.684 -1.874
H 4.773 -2.553 -3.571
H 2.769 -5.067 -3.471
H 2.451 -3.524 -4.287
H 1.334 -4.098 -3.025
```

LUMO (alpha / beta) = 0.841 / 0.840 eV
charge = -1
total energy = -215086.2350 eV
multiplicity = 2
energy relative to the best compared isomer or geometry (same formula, charge and spin) = 0.0 kcal/mol

---

# 4
ORCA calculation (ωB97M-V with the def2-TZVPD basis set) on a structure of composition C50H41Br2F4N3P2Ru.

```
103
Properties=species:S:1:pos:R:3
Ru 0.571 0.588 -0.132
F 6.308 0.443 4.499
C 5.088 0.468 3.986
C 3.981 0.448 4.815
F 4.143 0.406 6.130
C 2.710 0.464 4.268
F 1.692 0.431 5.126
C 2.485 0.515 2.893
P 0.756 0.413 2.257
C 0.283 -1.202 2.975
C -0.415 -1.369 4.170
C -0.647 -2.644 4.667
C -0.167 -3.757 3.995
C 0.557 -3.598 2.823
C 0.778 -2.328 2.315
C -0.059 1.733 3.203
C -1.400 1.654 3.562
C -2.014 2.719 4.204
C -1.302 3.878 4.468
C 0.025 3.979 4.077
C 0.643 2.913 3.444
C 3.624 0.540 2.090
Br 3.521 0.630 0.203
C 4.903 0.516 2.617
F 5.970 0.541 1.822
H -0.761 -0.514 4.729
H -1.193 -2.762 5.594
H -0.350 -4.748 4.390
H 0.934 -4.464 2.295
H 1.337 -2.203 1.398
H -1.978 0.769 3.327
H -3.055 2.645 4.490
H -1.784 4.707 4.970
H 0.581 4.889 4.260
H 1.679 3.004 3.136
N -0.211 -1.150 -0.355
P -1.025 -2.189 -1.208
C 0.063 -3.086 -2.347
C -0.160 -3.213 -3.713
C 0.774 -3.864 -4.511
C 1.935 -4.375 -3.953
C 2.171 -4.238 -2.589
C 1.240 -3.595 -1.791
C -2.426 -1.516 -2.134
C -3.288 -2.351 -2.846
C -4.397 -1.818 -3.480
C -4.663 -0.456 -3.391
C -3.821 0.373 -2.666
C -2.702 -0.157 -2.039
C -1.798 -3.449 -0.161
C -2.639 -3.000 0.856
C -3.308 -3.908 1.656
C -3.140 -5.273 1.447
C -2.303 -5.725 0.439
C -1.633 -4.815 -0.371
H -1.054 -2.800 -4.161
H 0.593 -3.968 -5.573
H 2.658 -4.881 -4.579
H 3.078 -4.635 -2.152
H 1.418 -3.487 -0.726
H -3.106 -3.419 -2.881
H -5.063 -2.465 -4.035
H -5.535 -0.046 -3.884
H -4.032 1.431 -2.587
H -2.034 0.486 -1.482
H -2.761 -1.935 1.021
H -3.958 -3.558 2.447
H -3.668 -5.983 2.070
H -2.171 -6.787 0.278
H -0.987 -5.175 -1.160
C 1.545 5.598 -2.311
N 1.984 4.333 -1.791
C 2.696 3.452 -2.676
C 1.741 4.003 -0.413
C 0.284 3.749 -0.055
C -0.582 4.838 0.043
C -1.923 4.675 0.349
C -2.416 3.403 0.609
C -1.558 2.319 0.541
C -0.215 2.471 0.174
H 2.179 5.890 -3.151
H 1.628 6.377 -1.548
H 0.505 5.587 -2.669
H 3.708 3.813 -2.910
H 2.167 3.327 -3.629
H 2.793 2.467 -2.222
H 2.105 4.811 0.241
H 2.323 3.113 -0.173
H -0.195 5.836 -0.124
H -2.573 5.538 0.417
H -3.451 3.263 0.895
H -1.947 1.334 0.789
Br -1.173 2.774 -2.885
C 0.028 1.388 -3.308
C 0.132 1.067 -4.655
C 1.056 0.124 -5.055
C 1.837 -0.480 -4.083
C 1.641 -0.124 -2.769
N 0.762 0.813 -2.350
H -0.504 1.572 -5.367
H 1.162 -0.137 -6.099
H 2.575 -1.231 -4.328
H 2.198 -0.635 -1.996
```

LUMO (alpha / beta) = -3.633 / -3.191 eV
charge = +1
total energy = -229093.1887 eV
multiplicity = 2
energy relative to the best compared isomer or geometry (same formula, charge and spin) = 0.0 kcal/mol

---

- Among the records above, which one has the lowest total energy?
  C50H40Br8O6